Arrangement i

One molecule with the formula C4H8OS2. Source: the OMol25 dataset; level of theory: the ωB97M-V functional and the def2-TZVPD basis.

Positions of all 15 atoms, in Å:
C 0.90 -1.06 -0.30
C 1.82 -0.24 0.65
C -1.37 0.32 -0.29
C -2.81 0.53 0.07
O -0.58 1.09 -0.76
S -0.74 -1.35 0.16
S 3.37 0.35 -0.20
H 0.84 -0.68 -1.34
H 1.34 -2.10 -0.29
H 1.45 0.75 0.94
H 2.16 -0.92 1.46
H -3.36 -0.32 -0.23
H -3.19 1.45 -0.39
H -2.95 0.50 1.12
H 3.14 1.70 -0.61

- SMILES = CC(=O)SCCS
- Kohn-Sham gap (eV) = 9.679
- M (Da) = 136.24

***

Arrangement ii

A 2-piece molecular cluster, C4H8OS2 overall. Source: the OMol25 dataset; level of theory: the ωB97M-V functional and the def2-TZVPD basis.

Positions of all 15 atoms, in Å:
C -2.55 -0.47 -0.27
C 1.89 -0.54 0.27
C 0.49 -0.65 -0.36
C -0.50 0.37 -0.09
O -2.92 -1.57 -0.30
S -0.59 1.16 1.54
S -0.71 1.53 -1.45
H -3.07 0.46 -0.36
H 2.53 0.27 -0.12
H 2.24 -1.59 0.28
H 1.74 -0.24 1.35
H 0.25 -1.65 -0.10
H 0.56 -0.64 -1.45
H 0.74 1.18 1.87
H -0.09 2.38 -0.81

- Kohn-Sham gap (eV) = 8.670
- M (Da) = 136.24

***

Arrangement iii

One molecule with the formula C4H8OS2. Source: the OMol25 dataset; level of theory: the ωB97M-V functional and the def2-TZVPD basis.

Positions of all 15 atoms, in Å:
C 0.34 2.18 1.85
C -1.17 0.42 1.09
C 0.15 -1.48 -1.17
C 0.58 -1.68 -2.53
H 1.32 2.06 1.03
H 0.54 3.33 2.07
H 0.42 1.34 2.82
H -2.22 -0.04 1.17
H -0.49 -0.26 1.61
H -0.18 -1.19 -3.09
H 1.67 -1.37 -2.56
H 0.48 -2.70 -2.86
O -1.05 1.89 1.30
S -0.55 0.09 -0.83
S 0.16 -2.59 0.10

- SMILES = COCSC(C)=S
- Kohn-Sham gap (eV) = 8.359
- M (Da) = 136.24

***

Relative stability in kJ/mol, measured from the most stable structure: arrangement i 0.0; arrangement ii 277.4; arrangement iii 307.7